Density functional theory data (ωB97M-V/def2-TZVPD) for a molecular structure, C2H4ClIO2S in a non-equilibrium geometry.

Properties
- E_tot (eV) = -37690.449
- HOMO (eV) = -10.20
- total charge = 0
- strongest force on any atom (eV Å⁻¹) = 4.1
- HOMO-LUMO gap (Eh) = 0.346

Each line ends with the Mulliken charge.
Element x y z (Å)
C: -0.15889 0.47739 0.87265  -0.778
C: 0.14027 -0.68199 -0.67286  -0.419
O: -2.51120 1.41123 0.19214  -0.527
O: -0.53335 2.35392 -0.93545  -0.528
S: -1.14028 1.80324 0.23239  0.853
Cl: 0.59650 -2.24538 -0.10183  -0.148
I: -0.88982 3.43726 2.01503  -0.033
H: -0.70238 -0.10715 1.59610  0.440
H: 0.82430 0.79772 1.17482  0.446
H: 0.92418 -0.18160 -1.22342  0.360
H: -0.82627 -0.68007 -1.16088  0.334